Record 1
# C42H32IrN5O3PSSe2

C42H32IrN5O3PSSe2 as an isolated structure in a non-equilibrium geometry (ωB97M-V/def2-TZVPD, the Open Molecules 2025 dataset).

The geometry in ORCA input format:
```
! wB97M-V def2-TZVPD RIJCOSX def2/J DEFGRID3
* xyz 2 2
Ir -1.0631 0.2518 0.5949
O 0.8561 0.2374 1.7901
C 2.1144 0.3878 1.0805
C 1.7236 0.2566 -0.3912
O 2.5027 0.4444 -1.2883
O 0.4775 -0.1289 -0.6263
C 2.7562 1.7248 1.4346
C 3.2390 2.6285 0.4969
C 3.8147 3.8259 0.9129
C 3.9074 4.1363 2.2600
C 3.4426 3.2283 3.2053
C 2.8776 2.0335 2.7909
C 3.0378 -0.7926 1.3953
C 4.3992 -0.6910 1.1355
C 5.2383 -1.7554 1.4240
C 4.7256 -2.9290 1.9620
C 3.3693 -3.0303 2.2218
C 2.5256 -1.9643 1.9309
H 0.9882 0.2548 2.7460
H 3.1894 2.3967 -0.5572
H 4.2013 4.5151 0.1726
H 4.3591 5.0680 2.5747
H 3.5415 3.4411 4.2617
H 2.5720 1.3161 3.5489
H 4.8033 0.2172 0.7064
H 6.2988 -1.6679 1.2291
H 5.3828 -3.7630 2.1695
H 2.9617 -3.9378 2.6496
H 1.4681 -2.0475 2.1318
N -2.5124 -1.8670 3.9672
C -1.8527 -3.0138 3.5447
C -1.8064 -4.2892 4.0981
C -1.0601 -5.2232 3.4181
C -0.3680 -4.8877 2.2412
C -0.4179 -3.6205 1.7046
C -1.1999 -2.6670 2.3614
N -1.4857 -1.3146 2.0840
C -2.2648 -0.9071 3.0687
C -2.7963 0.4343 3.0183
C -3.6277 1.1272 3.8342
S -3.9997 2.6330 3.1282
C -3.0306 2.2724 1.7967
N -2.4363 1.1025 1.8700
H -3.0925 -1.7822 4.7859
H -2.3296 -4.5349 5.0126
H -0.9991 -6.2339 3.7977
H 0.2188 -5.6481 1.7437
H 0.1463 -3.3846 0.8163
H -4.0466 0.8375 4.7850
H -2.9169 2.9475 0.9612
Se -1.1704 -2.3499 -1.1110
P -1.9812 -0.8816 -2.4878
Se -2.7508 0.6684 -1.1301
C -3.2954 -1.5922 -3.4619
C -4.5933 -1.0921 -3.4357
C -5.5543 -1.6516 -4.2659
C -5.2203 -2.7060 -5.1024
C -3.9258 -3.2138 -5.1172
C -2.9579 -2.6596 -4.3003
C -0.7807 -0.2007 -3.6242
C 0.4937 -0.7366 -3.7553
C 1.3632 -0.1995 -4.6952
C 0.9620 0.8658 -5.4848
C -0.3162 1.4035 -5.3515
C -1.1928 0.8710 -4.4244
H -4.8597 -0.2737 -2.7788
H -6.5637 -1.2634 -4.2572
H -5.9738 -3.1405 -5.7459
H -3.6711 -4.0362 -5.7719
H -1.9448 -3.0473 -4.3195
H 0.8126 -1.5557 -3.1246
H 2.3549 -0.6163 -4.8058
H 1.6466 1.2861 -6.2100
H -0.6290 2.2275 -5.9793
H -2.1950 1.2769 -4.3301
N 1.7733 6.9807 -0.5601
C 1.2558 5.9681 -0.4018
C 0.6393 4.6826 -0.2003
C 0.3961 4.2216 1.0883
C -0.1299 2.9616 1.2457
N -0.4214 2.1672 0.2000
C -0.1845 2.6118 -1.0464
C 0.3373 3.8682 -1.2827
H 0.6353 4.8242 1.9529
H -0.3139 2.5641 2.2317
H -0.3934 1.9347 -1.8601
H 0.5171 4.1951 -2.2970
*
```

Values from the calculation:
Energy in a.u.: -7765.51962
⟨S²⟩: 0.760
Orbital gap (alpha / beta) in eV: 7.6 / 5.9

---

Record 2
# C4H7O2Tl

C4H7O2Tl as an isolated structure in a non-equilibrium geometry (ωB97M-V/def2-TZVPD, the Open Molecules 2025 dataset).

The geometry in ORCA input format:
```
! wB97M-V def2-TZVPD RIJCOSX def2/J DEFGRID3
* xyz 0 1
H -0.9349 0.5399 -1.1860
O -0.4154 -0.1455 -2.2243
C 0.5924 -0.9463 -1.7991
C 1.0383 -0.6183 -0.3864
C -0.0771 -0.5041 0.6661
C -0.8402 0.7999 0.5807
O -1.6649 1.0830 1.5232
Tl -1.8395 1.9653 3.3960
H 1.4773 -0.8902 -2.4729
H 1.5788 0.3542 -0.4280
H 1.7710 -1.3804 -0.0699
H 0.3211 -0.6224 1.6832
H -0.8182 -1.2906 0.4355
H -0.1886 1.6554 0.2819
*
```

Values from the calculation:
Energy in a.u.: -479.34123
Orbital gap (alpha / beta) in eV: 5.3 / 4.5

---

Record 3
# C2H9O3

A 3-piece molecular cluster, C2H9O3 overall in a non-equilibrium geometry (ωB97M-V/def2-TZVPD, the Open Molecules 2025 dataset).

The geometry in ORCA input format:
```
! wB97M-V def2-TZVPD RIJCOSX def2/J DEFGRID3
* xyz -1 1
C 0.2755 -0.9628 -0.2753
O -0.7414 -0.0462 -0.1049
C 1.1538 -1.0852 1.0253
H 1.0846 -0.6448 -0.9729
H -0.0951 -1.8800 -0.7158
H 0.8794 -1.9526 1.6229
H 1.0574 -0.0952 1.4653
H 2.1844 -1.1802 0.6716
H -1.1541 1.0024 -2.4437
H -1.5802 0.6127 -1.0687
O -2.0136 0.9273 -2.0198
H -0.6293 1.9177 1.6461
H -0.3609 1.2547 0.2964
O -0.0606 2.1323 0.8735
*
```

Values from the calculation:
Energy in a.u.: -307.32179
Orbital gap in eV: 8.6

---

Record 4
# C16H27BF2MnN9OS

C16H27BF2MnN9OS as an isolated structure in a non-equilibrium geometry (ωB97M-V/def2-TZVPD, the Open Molecules 2025 dataset).

The geometry in ORCA input format:
```
! wB97M-V def2-TZVPD RIJCOSX def2/J DEFGRID3
* xyz 1 6
Mn -0.4170 1.0187 0.7318
N 0.5904 -0.9220 -1.7177
C -0.3005 -1.5096 -2.7785
C -0.8755 -2.8207 -2.2344
C -1.7976 -2.5718 -1.0309
N -0.9819 -2.0442 0.0843
C -2.9135 -1.5968 -1.4186
C -2.4597 -0.2803 -2.0623
N -1.9743 0.6949 -1.0515
C -1.4238 -0.5439 -3.1608
H 1.5223 -1.3311 -1.7293
H 0.1090 -1.1894 -0.7693
H 0.6797 0.0935 -1.7753
H 0.3116 -1.7005 -3.6580
H -0.0632 -3.4979 -1.9538
H -1.4453 -3.3122 -3.0229
H -2.2713 -3.5149 -0.7520
H -0.4240 -2.7773 0.5110
H -1.5336 -1.6279 0.8292
H -3.5358 -1.3812 -0.5443
H -3.5498 -2.1083 -2.1431
H -3.3356 0.1541 -2.5484
H -2.7475 0.8940 -0.4187
H -1.7934 1.5714 -1.5323
H -1.0029 0.3986 -3.5271
H -1.9547 -1.0003 -3.9974
N 1.2350 -0.2091 1.1553
C 2.3318 -0.5393 1.3540
C 3.6348 -0.9361 1.5690
C 3.9208 -1.8489 2.6192
N 4.0902 -2.5988 3.4789
C 4.6019 -0.4238 0.6732
N 5.3052 0.0154 -0.1292
C -0.0547 -0.3209 4.5170
S -1.6879 -0.2948 3.7802
C -2.1912 -1.9502 4.2551
O -1.4653 -0.3914 2.2804
H -0.1787 -0.3448 5.6011
H 0.4468 0.6005 4.2247
H 0.5032 -1.1901 4.1693
H -2.3247 -1.9781 5.3375
H -1.4324 -2.6654 3.9393
H -3.1423 -2.1471 3.7631
F -2.2413 2.3474 1.5884
B -0.9513 2.5221 2.1590
F -1.0981 2.8995 3.4253
N 4.1504 3.3499 -1.7210
C 2.8122 3.3571 -1.6046
C 2.0946 2.2158 -1.1611
N 0.7795 2.2304 -1.0224
C 0.1401 3.3694 -1.3379
C 0.8385 4.4637 -1.8053
N 2.1561 4.4719 -1.9399
H 4.6989 2.5951 -1.3440
H 4.6016 4.2117 -1.9755
H 2.6317 1.3074 -0.9091
H -0.9314 3.4133 -1.1924
H 0.3140 5.3733 -2.0775
*
```

Values from the calculation:
Energy in a.u.: -2967.57452
⟨S²⟩: 8.758
Orbital gap (alpha / beta) in eV: 7.5 / 7.9